Formula: C2H4O2S
Source: the Open Molecules 2025 dataset
Level of theory: ωB97M-V/def2-TZVPD

XYZ file:
```
9
Properties=species:S:1:pos:R:3:forces:R:3:nbo_charge:R:1
C 0.099 -1.823 0.286 0.70 1.71 -0.80 -0.85
S 0.487 -0.083 0.201 -4.04 -1.14 -1.98 1.78
O 1.651 0.334 0.864 2.03 0.54 1.56 -0.90
C -0.482 1.494 -0.331 2.43 -0.78 -2.25 -0.20
O -0.961 0.629 0.632 0.00 -1.58 1.87 -0.68
H -0.891 -1.911 -0.172 0.14 -0.14 0.19 0.21
H 0.893 -2.464 -0.205 -0.76 1.13 0.48 0.23
H 0.279 2.227 0.013 -1.18 0.17 -0.39 0.21
H -1.075 1.598 -1.286 0.70 0.09 1.32 0.21
```
Positions in Å, forces in eV/Å.

The energy above the lowest of the compared OMol25 structures with the same formula, charge and spin is 5.7745 eV. As for the SMILES: C=[S@@]1(=O)CO1. The total energy comes out at -627.0719 a.u. The lowest unoccupied orbital energy (spin up / spin down) is -0.4 / -0.4 eV. Its HOMO energy (spin up / spin down) is -8.63 / -8.63 eV. For the frontier orbital gap (spin up / spin down), the calculation gives 8.2 / 8.2 eV. As for the spin multiplicity: 1.

Formula: C2H4O2S
Source: the Open Molecules 2025 dataset
Level of theory: ωB97M-V/def2-TZVPD

XYZ file:
```
9
Properties=species:S:1:pos:R:3:forces:R:3:nbo_charge:R:1
O 0.129 -1.684 0.326 -0.30 -1.40 -0.13 -0.56
C -0.161 -0.563 0.643 2.48 -4.62 -1.09 0.72
O -0.491 -0.290 1.883 -1.59 3.67 -1.10 -0.60
C 0.097 0.451 -0.330 0.44 6.83 -0.50 -0.70
S 0.707 0.296 -2.007 -1.80 -4.76 0.33 -0.04
H -0.804 0.628 1.573 0.00 -0.77 2.64 0.48
H -0.712 1.248 -0.311 0.43 -0.86 -0.10 0.22
H 0.986 1.086 -0.060 -0.90 -0.58 1.31 0.27
H 0.249 -1.173 -1.719 1.24 2.50 -1.35 0.21
```
Positions in Å, forces in eV/Å.

The energy above the lowest of the compared OMol25 structures with the same formula, charge and spin is 2.1003 eV. As for the SMILES: O=C(O)CS. The total energy comes out at -627.2069 a.u. The lowest unoccupied orbital energy is 0.3 eV. Its HOMO energy is -9.35 eV. For the frontier orbital gap, the calculation gives 9.6 eV. As for the spin multiplicity: 1.

Formula: C2H4O2S2
Source: the Open Molecules 2025 dataset
Level of theory: ωB97M-V/def2-TZVPD

XYZ file:
```
10
Properties=species:S:1:pos:R:3:forces:R:3:nbo_charge:R:1
O 0.130 3.322 -3.074 -1.94 0.33 -0.68 -0.47
C 0.968 3.031 -2.354 -0.11 0.53 -1.28 0.39
S 2.224 2.688 -1.597 2.69 -0.15 1.10 0.07
C -0.562 0.792 0.126 0.85 -3.28 0.97 -0.25
O 0.714 1.358 0.065 1.00 -0.25 0.95 -0.69
S 1.937 0.388 0.656 -0.60 -0.03 -0.38 0.31
H -0.577 -0.031 0.966 -0.42 1.72 -1.35 0.18
H -0.766 0.271 -0.826 -0.22 0.27 0.27 0.17
H -1.175 1.612 0.307 -1.70 1.01 0.31 0.20
H 1.621 -0.638 -0.162 0.44 -0.16 0.08 0.08
```
Positions in Å, forces in eV/Å.

The energy above the lowest of the compared OMol25 structures with the same formula, charge and spin is 1.6941 eV. As for the SMILES: O=C=S.COS. The total energy comes out at -1025.4032 a.u. The lowest unoccupied orbital energy is 0.6 eV. Its HOMO energy is -9.38 eV. For the frontier orbital gap, the calculation gives 9.9 eV. As for the spin multiplicity: 1.

Formula: C2H4O2S4
Source: the Open Molecules 2025 dataset
Level of theory: ωB97M-V/def2-TZVPD

XYZ file:
```
12
Properties=species:S:1:pos:R:3:forces:R:3:nbo_charge:R:1
C -0.018 1.440 -1.146 2.54 -0.83 -4.79 1.02
C 0.811 -0.369 0.449 0.39 -1.19 0.46 -0.70
O -0.543 1.966 -0.317 -2.83 2.45 4.34 -0.49
O 0.541 1.081 -2.100 -0.11 -0.49 -0.13 -0.54
S 2.018 0.809 1.048 0.64 -1.27 -1.07 0.07
S 1.370 -1.498 -0.851 -0.76 0.37 0.59 0.05
S -0.644 -0.708 1.256 1.63 -0.45 -0.09 0.41
S -2.914 -0.072 0.502 -0.38 -0.69 -0.88 -0.42
H 3.047 0.122 0.361 -1.03 1.01 0.86 0.16
H 0.151 -1.565 -1.440 0.47 -0.04 -0.07 0.14
H -0.563 -2.009 0.800 -0.82 0.85 0.33 0.17
H -3.257 0.801 1.438 0.26 0.28 0.46 0.13
```
Positions in Å, forces in eV/Å.

The total energy comes out at -1821.7361 a.u. The lowest unoccupied orbital energy (spin up / spin down) is -1.1 / -0.9 eV. Its HOMO energy (spin up / spin down) is -7.74 / -7.90 eV. For the frontier orbital gap (spin up / spin down), the calculation gives 6.7 / 7.0 eV. As for the spin multiplicity: 1.

Formula: C2H4O2Si
Source: the Open Molecules 2025 dataset
Level of theory: ωB97M-V/def2-TZVPD

XYZ file:
```
9
Properties=species:S:1:pos:R:3:forces:R:3:nbo_charge:R:1
C 1.655 -0.394 0.287 0.39 -0.28 -0.19 -0.01
C -2.072 -0.376 0.391 -0.15 0.43 -1.97 0.32
O 2.342 -1.268 -0.205 -0.17 0.15 0.10 -0.51
O -3.001 -0.387 -0.347 1.08 0.02 1.04 -0.47
Si 0.568 0.756 -0.713 -1.40 -0.72 1.01 0.71
H 1.607 -0.300 1.393 -0.02 0.07 0.02 0.12
H -2.064 -0.788 1.410 0.05 -0.07 0.36 0.14
H 0.654 0.728 -2.159 0.12 0.01 -0.39 -0.15
H 0.312 2.030 -0.057 0.11 0.39 0.02 -0.16
```
Positions in Å, forces in eV/Å.

The energy above the lowest of the compared OMol25 structures with the same formula, charge and spin is 5.2146 eV. The total energy comes out at -518.4162 a.u. The lowest unoccupied orbital energy (spin up / spin down) is -0.6 / -1.0 eV. Its HOMO energy (spin up / spin down) is -7.84 / -8.63 eV. For the frontier orbital gap (spin up / spin down), the calculation gives 7.2 / 7.6 eV. As for the spin multiplicity: 1.

Formula: C2H4O2Tl
Source: the Open Molecules 2025 dataset
Level of theory: ωB97M-V/def2-TZVPD

XYZ file:
```
9
Properties=species:S:1:pos:R:3:forces:R:3:lowdin_spin:R:1
H 0.440 1.576 0.561 -1.16 -0.32 -1.22 0.04
C -1.142 0.645 -0.425 0.40 3.45 5.20 0.06
C -0.518 -0.558 -0.540 0.77 -3.84 0.27 0.44
O 0.557 -0.877 0.163 -2.95 -3.56 -5.26 0.23
H -0.704 1.522 -0.911 -1.62 0.59 0.00 0.01
H -1.206 -1.403 -0.731 0.31 0.12 -0.51 0.02
Tl 1.373 0.072 1.603 2.84 3.10 5.12 0.06
O -2.008 0.807 0.939 1.27 1.06 -3.18 0.15
H -2.327 -0.049 1.231 0.14 -0.61 -0.41 0.00
```
Positions in Å, forces in eV/Å.

The energy above the lowest of the compared OMol25 structures with the same formula, charge and spin is 5.2797 eV. The total energy comes out at -401.2715 a.u. The lowest unoccupied orbital energy (spin up / spin down) is -1.7 / -1.7 eV. Its HOMO energy (spin up / spin down) is -7.39 / -8.23 eV. For the frontier orbital gap (spin up / spin down), the calculation gives 5.7 / 6.5 eV. As for the spin multiplicity: 2.

Formula: C2H4O3
Source: the Open Molecules 2025 dataset
Level of theory: ωB97M-V/def2-TZVPD

XYZ file:
```
9
Properties=species:S:1:pos:R:3:forces:R:3:nbo_charge:R:1
O 0.397 1.006 0.415 2.08 -0.96 -0.77 -0.67
C 1.012 0.169 -0.263 0.17 2.89 1.00 0.69
O 1.924 -0.632 0.240 0.30 -0.56 0.09 -0.65
H 1.033 0.144 -1.357 -0.26 -0.19 0.15 0.14
H 2.019 -0.462 1.193 -0.28 0.00 -0.11 0.50
C -1.516 -0.024 0.007 -1.71 -2.26 -2.28 0.32
O -0.896 -1.019 -0.396 -1.51 1.58 1.12 -0.57
H -1.576 0.954 -0.493 0.80 -0.22 0.02 0.14
H -2.398 -0.137 0.655 0.41 -0.29 0.78 0.12
```
Positions in Å, forces in eV/Å.

The energy above the lowest of the compared OMol25 structures with the same formula, charge and spin is 2.0613 eV. As for the SMILES: O=CO.C=O. The total energy comes out at -304.2659 a.u. The lowest unoccupied orbital energy is 0.4 eV. Its HOMO energy is -9.96 eV. For the frontier orbital gap, the calculation gives 10.4 eV. As for the spin multiplicity: 1.

Formula: C2H4O3
Source: the Open Molecules 2025 dataset
Level of theory: ωB97M-V/def2-TZVPD

XYZ file:
```
9
Properties=species:S:1:pos:R:3:forces:R:3:nbo_charge:R:1
O -1.118 -0.887 0.708 -0.15 0.20 -0.29 -0.61
C -1.460 -0.512 -0.389 0.35 -0.14 1.01 0.65
O -0.918 0.498 -1.049 -1.30 0.34 -0.82 -0.67
H -2.289 -0.987 -0.927 0.22 0.11 -0.30 0.12
H -0.335 1.050 -0.510 0.40 -0.65 0.14 0.51
C 1.834 0.325 0.916 0.10 0.19 0.08 0.29
O 1.543 0.498 -0.240 0.52 0.16 0.39 -0.53
H 2.872 0.452 1.282 -0.07 -0.13 -0.16 0.11
H 1.074 0.069 1.669 -0.07 -0.08 -0.04 0.14
```
Positions in Å, forces in eV/Å.

The energy above the lowest of the compared OMol25 structures with the same formula, charge and spin is 1.1204 eV. As for the SMILES: O=CO.C=O. The total energy comes out at -304.3005 a.u. The lowest unoccupied orbital energy is 0.6 eV. Its HOMO energy is -10.52 eV. For the frontier orbital gap, the calculation gives 11.1 eV. As for the spin multiplicity: 1.

Formula: C2H4O3PS
Source: the Open Molecules 2025 dataset
Level of theory: ωB97M-V/def2-TZVPD

XYZ file:
```
11
Properties=species:S:1:pos:R:3:forces:R:3:nbo_charge:R:1
C 0.085 0.507 0.173 -0.02 0.26 -0.53 -0.59
C 0.837 -2.554 0.614 1.40 1.39 2.14 -0.47
O -0.532 0.728 -2.395 -0.22 0.77 1.14 -1.01
O -2.031 1.545 -0.619 -1.06 0.32 -0.04 -1.00
O 0.041 2.742 -1.112 0.00 0.22 -0.07 -1.00
P 0.135 1.229 1.637 1.64 -2.36 2.18 0.26
S -0.690 1.490 -1.140 0.96 -2.01 -2.25 2.34
H 0.002 -2.962 1.106 -0.61 0.02 1.16 0.16
H 1.763 -2.110 1.020 -1.08 -0.32 0.24 0.17
H 0.901 -2.833 -0.344 0.25 -0.77 -3.61 0.15
H -0.512 2.218 1.059 -1.25 2.48 -0.37 0.00
```
Positions in Å, forces in eV/Å.

The energy above the lowest of the compared OMol25 structures with the same formula, charge and spin is 7.8191 eV. As for the charge: -1. The total energy comes out at -1043.7153 a.u. The lowest unoccupied orbital energy (spin up / spin down) is 3.0 / 2.9 eV. Its HOMO energy (spin up / spin down) is -5.19 / -5.16 eV. For the frontier orbital gap (spin up / spin down), the calculation gives 8.2 / 8.0 eV. As for the spin multiplicity: 1.

Formula: C2H4O3S
Source: the Open Molecules 2025 dataset
Level of theory: ωB97M-V/def2-TZVPD

XYZ file:
```
10
Properties=species:S:1:pos:R:3:forces:R:3:nbo_charge:R:1
C -1.012 -1.730 -0.018 2.15 1.81 0.61 0.33
C 0.071 1.529 -0.004 4.65 -1.29 -1.20 -0.79
O -2.056 -1.210 -0.040 -0.48 -0.70 -0.18 -0.46
O 1.382 -0.388 -1.221 0.74 -0.30 -0.24 -0.94
O 1.364 -0.583 1.304 0.31 0.52 0.05 -0.92
S 0.728 -0.266 0.052 -2.77 -0.83 -0.99 1.89
H -0.681 -2.817 0.103 -0.36 1.04 -0.26 0.18
H -0.052 1.738 1.003 -0.43 1.02 1.74 0.23
H 0.986 2.069 -0.540 -1.81 -1.12 1.55 0.26
H -0.730 1.658 -0.639 -2.00 -0.14 -1.08 0.24
```
Positions in Å, forces in eV/Å.

The energy above the lowest of the compared OMol25 structures with the same formula, charge and spin is 2.2077 eV. The total energy comes out at -702.4124 a.u. The lowest unoccupied orbital energy is 0.0 eV. Its HOMO energy is -9.12 eV. For the frontier orbital gap, the calculation gives 9.2 eV. As for the spin multiplicity: 1.

Formula: C2H4O3S2
Source: the Open Molecules 2025 dataset
Level of theory: ωB97M-V/def2-TZVPD

XYZ file:
```
11
Properties=species:S:1:pos:R:3:forces:R:3:nbo_charge:R:1
C -0.681 -0.019 0.483 2.17 -2.63 0.53 -0.05
C 0.044 -1.508 0.365 -0.07 1.35 3.04 -0.65
O 0.023 2.827 -1.259 -0.35 -0.17 -0.16 -0.86
O 1.536 0.901 -1.458 0.34 -0.41 -0.84 -0.89
O -0.860 0.501 -0.814 0.11 0.84 -1.17 -0.68
S 0.491 1.159 1.192 0.28 0.83 -0.29 -0.01
S 0.403 1.514 -0.879 0.19 0.43 1.33 2.22
H -1.593 0.130 1.036 -0.46 -0.90 0.06 0.22
H 1.040 -1.481 -0.201 -1.96 0.12 0.29 0.26
H -0.773 -2.167 0.073 0.61 -0.33 -0.60 0.22
H 0.368 -1.857 1.461 -0.87 0.87 -2.21 0.22
```
Positions in Å, forces in eV/Å.

The energy above the lowest of the compared OMol25 structures with the same formula, charge and spin is 1.5377 eV. The total energy comes out at -1100.6379 a.u. The lowest unoccupied orbital energy is -0.2 eV. Its HOMO energy is -10.05 eV. For the frontier orbital gap, the calculation gives 9.9 eV. As for the spin multiplicity: 1.

Formula: C2H4O4
Source: the Open Molecules 2025 dataset
Level of theory: ωB97M-V/def2-TZVPD

XYZ file:
```
10
Properties=species:S:1:pos:R:3:forces:R:3:nbo_charge:R:1
O -0.684 -1.005 -0.466 0.60 0.04 -0.63 -0.65
C -1.640 -0.392 -0.074 -0.83 -3.09 0.17 0.70
O -1.925 0.844 0.039 1.37 3.48 -0.14 -0.66
H -2.447 -1.051 0.236 -0.93 0.43 0.32 0.10
H -1.139 1.487 -0.128 -1.15 -1.80 0.13 0.54
O 0.809 1.073 -0.225 -0.28 2.18 0.45 -0.66
C 1.733 0.424 0.172 -0.13 -1.00 -1.23 0.67
O 1.763 -0.868 0.062 -0.45 -2.32 0.52 -0.69
H 2.702 0.722 0.523 0.54 1.07 0.49 0.11
H 0.829 -1.234 -0.140 1.26 1.02 -0.10 0.52
```
Positions in Å, forces in eV/Å.

The energy above the lowest of the compared OMol25 structures with the same formula, charge and spin is 0.8148 eV. As for the SMILES: O=CO.O=CO. The total energy comes out at -379.5685 a.u. The lowest unoccupied orbital energy is 0.8 eV. Its HOMO energy is -10.31 eV. For the frontier orbital gap, the calculation gives 11.1 eV. As for the spin multiplicity: 1.

> Among the records above, which one has the highest total energy?

number 7

Copy entry 2 word for word.
Formula: C2H4O2S
Source: the Open Molecules 2025 dataset
Level of theory: ωB97M-V/def2-TZVPD

XYZ file:
```
9
Properties=species:S:1:pos:R:3:forces:R:3:nbo_charge:R:1
O 0.129 -1.684 0.326 -0.30 -1.40 -0.13 -0.56
C -0.161 -0.563 0.643 2.48 -4.62 -1.09 0.72
O -0.491 -0.290 1.883 -1.59 3.67 -1.10 -0.60
C 0.097 0.451 -0.330 0.44 6.83 -0.50 -0.70
S 0.707 0.296 -2.007 -1.80 -4.76 0.33 -0.04
H -0.804 0.628 1.573 0.00 -0.77 2.64 0.48
H -0.712 1.248 -0.311 0.43 -0.86 -0.10 0.22
H 0.986 1.086 -0.060 -0.90 -0.58 1.31 0.27
H 0.249 -1.173 -1.719 1.24 2.50 -1.35 0.21
```
Positions in Å, forces in eV/Å.

The energy above the lowest of the compared OMol25 structures with the same formula, charge and spin is 2.1003 eV. As for the SMILES: O=C(O)CS. The total energy comes out at -627.2069 a.u. The lowest unoccupied orbital energy is 0.3 eV. Its HOMO energy is -9.35 eV. For the frontier orbital gap, the calculation gives 9.6 eV. As for the spin multiplicity: 1.